Entry 1:
Formula: C16H24AgF12O8
Source: the Open Molecules 2025 dataset
Level of theory: ωB97M-V/def2-TZVPD

Atoms and positions in Å:
Ag 0.38 1.17 -0.45
C 3.07 0.32 1.71
O 2.16 0.85 2.72
O 3.38 1.40 0.96
C 4.21 -0.49 2.42
F 4.97 0.30 3.21
F 3.65 -1.43 3.25
F 5.12 -1.11 1.65
C 0.81 0.36 2.78
C 0.71 0.07 4.27
H 1.47 -0.60 4.65
H 0.85 1.02 4.79
H -0.23 -0.44 4.52
H 0.59 -0.58 2.27
H 0.13 1.15 2.47
H 2.55 -0.42 1.09
C 0.72 2.67 -3.04
O 0.19 1.35 -3.20
O 1.59 2.54 -2.01
C 1.23 3.04 -4.50
F 1.65 1.98 -5.26
F 0.19 3.55 -5.21
F 2.23 3.93 -4.54
C -1.18 1.24 -3.56
C -1.54 -0.25 -3.57
H -2.46 -0.51 -4.11
H -0.78 -0.82 -4.11
H -1.69 -0.71 -2.60
H -1.42 1.70 -4.53
H -1.92 1.69 -2.89
H -0.10 3.37 -2.83
C -2.15 3.05 0.42
O -1.94 1.65 -0.05
O -0.92 3.44 0.85
C -2.97 3.91 -0.61
F -4.18 3.31 -0.74
F -3.23 5.17 -0.20
F -2.39 4.04 -1.81
C -3.10 0.81 -0.13
C -3.08 -0.28 0.94
H -3.51 -1.24 0.65
H -2.09 -0.63 1.25
H -3.57 0.05 1.86
H -3.03 0.40 -1.14
H -4.10 1.22 -0.02
H -2.73 3.08 1.35
C 0.07 -2.50 0.14
O 1.25 -3.33 0.27
O 0.27 -1.46 -0.69
C -1.00 -3.57 -0.28
F -2.16 -2.92 -0.59
F -0.76 -4.46 -1.27
F -1.36 -4.31 0.81
C 1.63 -3.66 1.59
C 2.83 -4.59 1.48
H 2.84 -5.24 2.36
H 2.68 -5.13 0.55
H 3.77 -4.04 1.50
H 0.93 -4.35 2.07
H 1.84 -2.71 2.08
H -0.36 -2.05 1.04

## Properties
- LUMO energy (eV) = 6.818
- charge = -3
- M (g/mol) = 680.2
- HOMO (eV) = 1.443
- HOMO-LUMO gap (eV) = 5.375


Entry 2:
Formula: C16H24AsBBrN4O3SZr
Source: the Open Molecules 2025 dataset
Level of theory: ωB97M-V/def2-TZVPD

Atoms and positions in Å:
Zr 0.35 -0.31 -0.38
O -0.97 1.12 0.54
N -2.10 1.61 0.00
C -2.87 2.38 0.80
C -4.02 2.94 0.34
C -4.39 2.69 -0.99
C -3.60 1.90 -1.78
C -2.41 1.33 -1.29
S -1.39 0.34 -2.25
H -2.48 2.49 1.80
H -4.62 3.55 1.00
H -5.30 3.12 -1.39
H -3.86 1.69 -2.81
B 3.86 -1.20 -0.48
C 2.52 -1.20 -1.35
N 1.61 -1.22 -2.09
H 4.24 -0.04 -0.43
H 3.59 -1.62 0.63
H 4.66 -1.90 -1.04
C 0.37 3.70 -1.49
As 1.48 2.11 -1.63
C 1.68 1.97 -3.56
C 3.21 2.86 -1.16
H 0.82 4.53 -2.04
H 0.27 3.97 -0.44
H -0.62 3.49 -1.91
H 2.04 2.91 -3.98
H 0.71 1.71 -4.00
H 2.38 1.17 -3.78
H 3.42 3.74 -1.77
H 3.98 2.10 -1.33
H 3.20 3.13 -0.11
Br -0.71 -5.27 5.39
C -1.09 -5.02 3.55
C -1.80 -5.99 2.86
C -2.08 -5.80 1.52
C -1.65 -4.66 0.86
C -0.94 -3.70 1.57
C -0.65 -3.87 2.92
C -0.47 -2.48 0.87
O -0.74 -2.28 -0.35
O 0.21 -1.60 1.49
H -2.14 -6.88 3.38
H -2.64 -6.56 0.98
H -1.85 -4.50 -0.18
H -0.08 -3.12 3.45
N 1.59 1.85 1.75
N 1.92 0.57 1.18
H 2.00 1.94 2.67
H 0.58 1.90 1.83
H 1.94 -0.17 1.88
H 2.85 0.62 0.77

## Properties
- LUMO energy (spin up / spin down) (eV) = -0.151 / -0.139
- charge = 0
- ΔE to the lowest compared entry with this formula, charge and spin (kcal/mol) = 6.0
- ⟨S²⟩ = 0.753
- spin multiplicity = 2
- M (g/mol) = 609.3
- HOMO (spin up / spin down) (eV) = -5.986 / -8.440
- HOMO-LUMO gap (spin up / spin down) (eV) = 5.835 / 8.302


Entry 3:
Formula: C16H24AsN5O3ReS5
Source: the Open Molecules 2025 dataset
Level of theory: ωB97M-V/def2-TZVPD

Atoms and positions in Å:
Re -0.60 -0.93 0.17
S -2.08 -4.30 3.60
As -2.21 -2.56 2.34
S -0.92 -0.88 2.65
S -1.81 -2.84 0.19
S -3.97 -3.23 3.30
C 3.66 -4.06 -1.72
C 2.22 -3.94 -2.17
N 1.52 -3.04 -1.24
C 2.11 -2.03 -0.61
N 1.32 -1.27 0.25
C 2.09 -0.42 1.21
C 3.16 0.33 0.45
C 4.12 -0.66 -0.15
N 3.40 -1.79 -0.76
C 4.26 -2.67 -1.59
H 4.24 -4.63 -2.44
H 3.71 -4.58 -0.77
H 1.71 -4.89 -2.15
H 2.15 -3.54 -3.18
H 0.58 -3.27 -0.96
H 2.50 -1.08 1.98
H 1.40 0.27 1.68
H 3.70 1.01 1.12
H 2.68 0.94 -0.32
H 4.78 -1.08 0.62
H 4.74 -0.22 -0.92
H 5.23 -2.71 -1.10
H 4.39 -2.19 -2.56
C -1.83 2.99 2.82
C -1.51 3.62 1.47
C -2.10 2.86 0.25
C -1.77 3.63 -1.05
C -2.30 2.97 -2.31
C -3.61 2.78 0.42
O -4.30 3.76 0.41
N -4.18 1.53 0.69
C -3.55 0.32 0.66
O -4.03 -0.72 1.05
N -2.23 0.38 0.19
C -1.52 1.49 0.18
O -0.28 1.22 0.11
H -1.37 3.56 3.62
H -1.45 1.97 2.89
H -2.90 2.97 3.02
H -0.44 3.70 1.32
H -1.92 4.63 1.42
H -0.69 3.77 -1.09
H -2.22 4.62 -0.93
H -1.87 1.97 -2.45
H -2.05 3.56 -3.19
H -3.39 2.87 -2.29
H -5.16 1.53 0.97
S -0.76 -0.81 -3.32
C -0.66 -0.90 -1.81

## Properties
- LUMO energy (spin up / spin down) (eV) = -7.960 / -8.699
- charge = +2
- ΔE to the lowest compared entry with this formula, charge and spin (kcal/mol) = 3.4
- ⟨S²⟩ = 0.760
- spin multiplicity = 2
- M (g/mol) = 755.9
- HOMO (spin up / spin down) (eV) = -14.600 / -14.639
- HOMO-LUMO gap (spin up / spin down) (eV) = 6.640 / 5.941


Entry 4:
Formula: C16H24B2F8K2O12
Source: the Open Molecules 2025 dataset
Level of theory: ωB97M-V/def2-TZVPD

Atoms and positions in Å:
K -0.93 -2.19 -7.81
K 3.53 -7.10 -2.20
B 0.75 -1.96 -1.98
F 0.18 -0.83 -1.42
F 1.79 -1.67 -2.83
F 1.02 -2.73 -0.89
F -0.30 -2.62 -2.64
B 0.13 -7.47 -6.82
F -0.81 -6.85 -7.64
F 1.15 -6.64 -6.63
F -0.37 -7.70 -5.61
F 0.59 -8.70 -7.22
C -5.84 -4.03 2.46
C -6.74 -3.28 1.56
C -6.24 -3.58 0.11
O -7.47 -4.07 -0.43
C -8.46 -4.17 0.44
O -9.54 -4.76 0.25
O -8.07 -3.70 1.54
H -5.83 -3.57 3.46
H -4.80 -3.99 2.14
H -6.14 -5.08 2.46
H -6.56 -2.24 1.80
H -5.36 -4.23 0.06
H -5.90 -2.67 -0.37
C -1.41 1.89 4.14
C -1.63 0.76 5.01
C -0.57 -0.38 4.86
O -0.47 -0.86 6.24
C -0.88 0.15 7.03
O -0.64 0.16 8.15
O -1.52 1.09 6.29
H -0.37 2.13 3.92
H -1.76 2.88 4.43
H -1.76 1.71 3.13
H -2.60 0.34 4.74
H 0.40 -0.03 4.53
H -0.83 -1.11 4.09
C 6.47 2.19 1.82
C 7.84 2.00 1.28
C 8.89 2.52 2.10
O 9.71 1.41 2.42
C 9.18 0.32 1.92
O 9.66 -0.76 2.04
O 8.06 0.58 1.35
H 5.67 1.69 1.28
H 6.23 3.26 1.82
H 6.42 1.79 2.83
H 8.08 2.24 0.24
H 8.56 2.99 3.03
H 9.49 3.29 1.62
C -1.63 7.13 -4.10
C -0.94 5.90 -3.46
C -1.17 4.53 -4.23
O 0.04 4.01 -4.51
C 0.98 4.89 -4.03
O 2.21 4.73 -4.12
O 0.49 6.01 -3.53
H -1.25 8.07 -3.70
H -2.71 7.08 -3.98
H -1.27 7.05 -5.13
H -1.30 5.69 -2.45
H -1.72 4.74 -5.14
H -1.75 3.76 -3.72

## Properties
- LUMO energy (eV) = -1.839
- charge = 0
- ΔE to the lowest compared entry with this formula, charge and spin (kcal/mol) = 190.2
- M (g/mol) = 660.2
- HOMO (eV) = -10.106
- HOMO-LUMO gap (eV) = 8.267


Entry 5:
Formula: C16H24BF4N8OV
Source: the Open Molecules 2025 dataset
Level of theory: ωB97M-V/def2-TZVPD

Atoms and positions in Å:
O 0.08 -2.07 -2.25
V 1.27 -1.64 -1.24
B -0.34 -0.04 0.17
F -0.22 0.80 1.27
F -0.01 -1.36 0.50
F -1.59 -0.11 -0.25
F 0.48 0.28 -0.81
C 3.71 1.74 -4.04
C 2.89 0.74 -3.36
N 2.26 -0.04 -2.77
H 4.69 1.32 -4.25
H 3.86 2.59 -3.38
H 3.19 2.10 -4.93
C 1.09 -6.31 0.79
C 1.21 -4.89 0.30
N 1.26 -3.79 -0.10
H 0.04 -6.50 1.02
H 1.83 -6.32 1.59
H 1.49 -6.96 0.01
C 2.56 2.12 0.85
C 3.67 1.90 -0.11
N 4.52 1.85 -0.94
H 2.65 3.10 1.32
H 2.52 1.33 1.61
H 1.65 2.14 0.25
C 1.58 -1.46 3.23
C 0.47 -1.23 4.22
N -0.36 -1.10 5.01
H 1.47 -2.36 2.64
H 2.48 -1.57 3.85
H 1.75 -0.64 2.54
C -2.50 -2.10 2.03
C -1.54 -3.20 2.30
N -0.86 -4.10 2.52
H -2.04 -1.11 2.04
H -3.34 -2.02 2.71
H -2.97 -2.22 1.06
C -1.34 1.05 -3.65
C -0.46 1.56 -4.72
N 0.19 1.98 -5.55
H -1.16 -0.02 -3.55
H -2.38 1.17 -3.96
H -1.18 1.48 -2.66
C -0.91 3.79 1.64
C -2.02 3.84 2.65
N -2.86 3.87 3.40
H -0.97 4.76 1.15
H -1.06 2.95 0.96
H 0.04 3.61 2.15
C -3.97 1.88 -0.07
C -4.35 1.79 -1.52
N -4.64 1.74 -2.64
H -3.78 0.92 0.39
H -4.88 2.17 0.45
H -3.17 2.61 0.08

## Properties
- LUMO energy (spin up / spin down) (eV) = -9.211 / -13.954
- charge = +2
- ⟨S²⟩ = 2.118
- spin multiplicity = 3
- M (g/mol) = 482.2
- HOMO (spin up / spin down) (eV) = -16.049 / -16.049
- HOMO-LUMO gap (spin up / spin down) (eV) = 6.839 / 2.095


Entry 6:
Formula: C16H24Br3Cl4FI2KMgN2O6
Source: the Open Molecules 2025 dataset
Level of theory: ωB97M-V/def2-TZVPD

Atoms and positions in Å:
C 1.90 -1.88 0.85
C 0.30 -1.50 0.59
I -0.61 -2.52 -1.17
C -0.49 -0.56 1.44
I 0.44 0.46 3.20
C -2.07 -0.31 1.10
C -3.06 -0.68 2.19
C -4.50 -0.31 1.46
O -5.61 -0.60 2.15
O -4.29 0.33 0.15
C -2.85 0.24 -0.23
O -2.44 0.54 -1.46
H 1.87 -2.91 1.44
H 2.36 -2.11 -0.20
H 2.47 -1.07 1.47
H -2.83 -1.13 3.25
K -6.11 -1.57 3.62
C 4.93 1.21 3.58
Cl 3.51 2.21 3.94
Cl 4.46 -0.33 2.86
H 5.57 1.75 2.89
H 5.47 1.02 4.51
Br -5.64 -1.44 -3.83
C -4.50 0.13 -4.06
C -4.52 0.61 -5.50
Br -3.41 -0.53 -6.63
H -3.51 -0.14 -3.70
H -4.93 0.89 -3.40
H -4.08 1.61 -5.58
H -5.52 0.62 -5.94
F -3.91 -0.52 -9.29
C 5.61 -2.20 -2.96
C 5.00 -2.55 -1.62
O 3.67 -3.01 -1.79
H 5.02 -1.43 -3.46
H 6.63 -1.84 -2.84
H 5.62 -3.08 -3.62
H 4.97 -1.66 -0.97
H 5.58 -3.33 -1.11
H 3.70 -3.80 -2.36
C 2.88 5.66 5.92
Cl 3.61 4.63 7.16
Cl 3.62 7.26 5.89
H 3.01 5.18 4.94
H 1.81 5.76 6.13
Mg -6.01 -0.50 -9.16
Br 5.09 -0.07 0.38
C -1.44 2.70 -3.27
N -2.28 3.66 -4.04
O -2.34 3.51 -5.26
O -2.86 4.54 -3.39
H -1.00 1.99 -3.97
H -0.67 3.28 -2.76
H -2.10 2.19 -2.56
C -0.39 -3.07 5.92
C -1.89 -3.07 5.67
N -3.13 -3.08 5.47
H 0.14 -2.94 4.98
H -0.13 -2.25 6.60
H -0.09 -4.02 6.38

## Properties
- LUMO energy (eV) = -6.582
- charge = +1
- M (g/mol) = 1058.1
- HOMO (eV) = -7.532
- HOMO-LUMO gap (eV) = 0.950